(1)
ORCA calculation (ωB97M-V with the def2-TZVPD basis set) on a structure of composition C5H12AsF6MnN2O4S2 in a non-equilibrium geometry.

```
33
Properties=species:S:1:pos:R:3
Mn 0.2105 -0.0315 0.7285
O -1.8139 -0.9482 -0.4342
S -1.6352 0.4985 -0.6485
O -2.4547 1.1810 -1.5627
O -1.4519 1.0750 0.7449
O -0.0788 0.5556 -1.0080
C -1.8040 -3.4834 1.4060
N -0.3693 -3.4909 1.0725
C 0.5349 -3.7653 2.2014
C 0.0906 -3.0802 -0.1002
S 1.5523 -2.0603 -0.0498
N -0.4540 -3.3017 -1.2659
C 0.0193 -2.5912 -2.4548
C -1.5841 -4.2174 -1.4517
H -1.9147 -2.9260 2.3357
H -2.1717 -4.4987 1.5492
H -2.3686 -2.9703 0.6323
H 0.2077 -4.6942 2.6662
H 0.5037 -2.9619 2.9343
H 1.5553 -3.9073 1.8454
H -0.4612 -1.6178 -2.5302
H -0.2011 -3.1955 -3.3299
H 1.1076 -2.4617 -2.3996
H -1.6316 -4.9228 -0.6280
H -1.4123 -4.7616 -2.3773
H -2.5156 -3.6580 -1.5311
F 0.1746 -0.5635 2.5757
As 1.5254 0.6584 3.3586
F 2.5256 -0.1980 2.2087
F 1.8024 -0.5525 4.5072
F 1.0197 1.5868 1.9148
F 0.2440 1.3319 4.2182
F 2.7133 1.7458 3.8106
```

**Multiplicity**: 6
**Total charge**: +1
**Molecular weight**: 472.14 g mol⁻¹
**Largest force on an atom**: 1.07 eV/Å
**Kohn-Sham gap (alpha / beta)**: 7.748 / 6.075 eV
**HOMO level (alpha / beta)**: -14.4681 / -14.4000 eV
**ΔE to the lowest compared entry with this formula, charge and spin**: 19.2 kcal per mole

=====

(2)
ORCA calculation (ωB97M-V with the def2-TZVPD basis set) on a structure of composition C54H42Br2KN10OPS2 in a non-equilibrium geometry.

```
113
Properties=species:S:1:pos:R:3
K 0.0497 -0.6917 0.4259
C -3.8994 -1.4947 3.2021
C -4.7874 -0.5727 3.8314
C -4.4564 0.6663 4.2498
C -2.4571 0.9991 2.6741
N -2.0321 -0.2197 2.1442
C -2.7112 -1.3033 2.5248
N -1.4457 1.9750 3.2075
C -0.2034 2.2559 2.8953
N 0.3500 1.9404 1.7310
C 1.6796 2.2465 1.8044
N 2.6211 2.1666 0.9615
C 2.9460 2.0743 -0.3234
C 2.7757 3.2104 -1.1532
C 3.5043 3.2824 -2.3148
C 4.3309 2.2213 -2.6748
C 4.3358 1.1035 -1.8551
N 3.6893 1.0346 -0.7106
C 1.9820 2.8178 3.1278
C 3.1743 3.2585 3.6570
C 3.1416 3.8030 4.9294
C 1.9391 3.9238 5.6122
C 0.7393 3.4855 5.0687
C 0.7664 2.8990 3.8159
H -4.2494 -2.5212 3.2008
H -5.7957 -0.9319 4.0114
H -5.1649 1.3738 4.6514
H -2.2845 -2.2094 2.1077
H 2.1284 4.0104 -0.8247
H 3.4420 4.1667 -2.9378
H 4.9328 2.2527 -3.5718
H 4.9050 0.2187 -2.1130
H 4.0913 3.1597 3.0949
H 4.0584 4.1413 5.3918
H 1.9448 4.3691 6.5968
H -0.1752 3.6222 5.6232
C 5.4944 -3.8249 -1.0869
S 4.6122 -3.0792 -2.4766
C 3.2058 -2.2644 -1.6427
S 2.9826 -2.4153 -0.0049
N 2.6200 -1.4979 -2.4968
N 1.3965 -1.0701 -2.5089
C 1.1361 0.0481 -3.1093
C -0.1974 0.4243 -3.4580
C -0.4030 1.4536 -4.4025
C -1.6725 1.7034 -4.8679
C -2.7290 0.9435 -4.3785
C -2.4438 0.0024 -3.4000
N -1.2363 -0.2557 -2.9461
H 6.5337 -3.5071 -1.1105
H 5.4251 -4.9090 -1.1415
H 4.9788 -3.4562 -0.1934
H 1.9461 0.6812 -3.4800
H 0.4486 2.0059 -4.7798
H -1.8462 2.4732 -5.6102
H -3.7361 1.0850 -4.7366
H -3.2401 -0.5922 -2.9670
N -1.7673 3.4146 -0.8897
C -2.9443 3.0768 -1.5220
C -3.4796 3.9016 -2.5116
C -4.6930 3.6050 -3.1038
C -5.3966 2.4812 -2.7065
C -4.8647 1.6460 -1.7368
C -3.6561 1.9297 -1.1164
P -2.7526 0.8263 0.0830
C -3.1939 1.7356 1.5989
C -3.7688 2.9450 1.7129
C -3.7889 3.7669 2.8976
C -3.1306 3.5426 4.0425
C -2.3009 2.3283 4.3301
C -3.0248 0.9899 4.1158
C -3.8968 -0.5836 0.1031
C -3.4633 -1.7922 -0.4314
C -4.2841 -2.9036 -0.3765
C -5.5368 -2.8208 0.2135
C -5.9633 -1.6211 0.7561
C -5.1452 -0.5069 0.7100
H -1.3612 2.6825 -0.3171
H -1.0869 3.8951 -1.4560
H -2.9180 4.7731 -2.8260
H -5.0758 4.2380 -3.8960
H -6.3399 2.2394 -3.1765
H -5.3986 0.7427 -1.4740
H -4.2336 3.3814 0.8385
H -4.3640 4.6845 2.8196
H -3.2008 4.2701 4.8400
H -1.7845 2.4201 5.2878
H -2.4464 0.2147 4.6383
H -2.4731 -1.8571 -0.8619
H -3.9409 -3.8469 -0.7815
H -6.1723 -3.6959 0.2667
H -6.9274 -1.5535 1.2424
H -5.4585 0.4266 1.1589
C -0.7846 -3.6479 -2.6485
C -0.4652 -4.3960 -1.3925
C -0.3326 -5.7964 -1.4110
C -0.0712 -6.4603 -0.2456
C 0.0796 -5.7383 0.9523
C 0.3291 -6.3111 2.2064
Br 0.5189 -8.2179 2.3819
C 0.4449 -5.5514 3.3477
C 0.3494 -4.1830 3.2423
Br 0.5213 -3.1063 4.8017
C 0.1666 -3.4671 2.0345
O 0.1830 -2.2268 1.9815
C -0.0388 -4.3182 0.8642
N -0.3235 -3.7063 -0.2851
H -0.4964 -4.2272 -3.5246
H -0.2630 -2.6935 -2.6521
H -1.8544 -3.4461 -2.7089
H -0.4415 -6.3436 -2.3382
H 0.0231 -7.5392 -0.2305
H 0.6152 -6.0129 4.3113
```

**Multiplicity**: 1
**Total charge**: -2
**Molecular weight**: 1141.01 g mol⁻¹
**Largest force on an atom**: 2.23 eV/Å
**Kohn-Sham gap**: 5.543 eV
**HOMO level**: -1.8593 eV

=====

(3)
ORCA calculation (ωB97M-V with the def2-TZVPD basis set) on a structure of composition C22H38ClGaIN3P in a non-equilibrium geometry.

```
67
Properties=species:S:1:pos:R:3
C 0.4811 -2.5149 2.5321
C -0.1964 -1.8241 3.7364
C -1.7175 -1.9655 3.8407
I -2.3876 -3.9864 3.5580
Ga -2.7915 -0.6624 2.7030
Cl -2.2178 -1.1705 0.5431
C -4.7418 -0.8072 3.1813
C -5.8120 -0.4976 2.1307
C -5.7430 -1.3824 0.8875
N -7.0885 -1.5654 0.3132
P -1.7646 1.4432 3.0282
C -2.9326 2.8157 3.4344
C -4.3096 2.7995 2.7489
C -1.0031 1.8855 1.4066
C 0.2517 1.0316 1.2063
H -0.2414 -2.8874 1.8113
H 1.1258 -3.3251 2.8683
H 1.1223 -1.8005 2.0042
H 0.0271 -0.7551 3.6756
H 0.2858 -2.1694 4.6552
H -1.9990 -1.7403 4.8700
H -4.8969 -0.1537 4.0460
H -4.9041 -1.8293 3.5311
H -6.8008 -0.6648 2.5714
H -5.7933 0.5508 1.8213
H -5.0632 -0.9162 0.1650
H -5.3142 -2.3572 1.1219
H -7.0536 -2.2335 -0.4470
H -7.3984 -0.6831 -0.0777
H -3.0189 2.8147 4.5202
H -2.4165 3.7459 3.1815
H -5.0545 2.3004 3.3640
H -4.2440 2.2829 1.7917
H -4.6652 3.8108 2.5418
H -0.7297 2.9424 1.4114
H -1.7102 1.6643 0.6015
H -0.0272 0.0010 0.9722
H 0.8638 1.4434 0.3926
H 0.8547 1.0065 2.1137
C -0.7981 1.2033 -1.8940
N 0.5738 0.8940 -2.3430
C 1.1895 1.6726 -3.2509
C 2.4855 1.4236 -3.6270
C 3.1772 0.3531 -3.0519
C 2.5112 -0.4426 -2.1258
C 1.2091 -0.1525 -1.7893
C 4.5862 0.0732 -3.3921
C 5.5440 -0.0572 -2.3859
C 6.8458 -0.3500 -2.7142
N 7.2130 -0.5171 -3.9962
C 6.3118 -0.3842 -4.9883
C 5.0005 -0.0876 -4.7162
C 8.6093 -0.8655 -4.3391
H -1.4778 1.2171 -2.7421
H -0.7919 2.1644 -1.3832
H -1.0876 0.4274 -1.1902
H 0.6171 2.4983 -3.6483
H 2.9557 2.0779 -4.3479
H 2.9907 -1.2933 -1.6616
H 0.6530 -0.7369 -1.0686
H 5.2847 0.0761 -1.3446
H 7.6174 -0.4572 -1.9661
H 6.6758 -0.5325 -5.9950
H 4.3025 -0.0031 -5.5374
H 9.0036 -0.1153 -5.0196
H 8.6205 -1.8464 -4.8078
H 9.2028 -0.8860 -3.4316
```

**Multiplicity**: 1
**Total charge**: +1
**Molecular weight**: 607.62 g mol⁻¹
**Largest force on an atom**: 1.09 eV/Å
**Kohn-Sham gap**: 1.850 eV
**HOMO level**: -7.7518 eV
**ΔE to the lowest compared entry with this formula, charge and spin**: 0.0 kcal per mole

=====

(4)
ORCA calculation (ωB97M-V with the def2-TZVPD basis set) on a structure of composition C31H26F3NO10P4SScTe.

```
78
Properties=species:S:1:pos:R:3
Sc 1.4497 0.7653 2.1048
O 3.7700 0.8220 3.5934
P 3.2505 -0.6699 4.0060
O 3.6201 -1.1241 5.3399
O 1.7769 -0.5959 3.5923
O 3.9858 -1.5623 2.8487
P 4.1852 -0.9057 1.3912
O 4.3581 -2.1863 0.4633
O 5.3624 -0.0093 1.3596
O 2.8352 -0.2726 1.0669
H 4.6398 0.8225 3.1538
H 5.2191 -2.1529 0.0329
Te 0.1320 -2.3468 -1.6575
C -1.7399 -2.3896 -2.6506
C -1.9149 -3.1223 -3.8195
C -3.1593 -3.1413 -4.4317
N -4.2260 -2.4896 -3.9742
C -4.0521 -1.7941 -2.8490
C -2.8534 -1.7171 -2.1601
C -0.0817 -0.6678 -0.4776
P 0.7773 0.8629 -0.7134
C -0.3023 2.0094 -1.6571
C -1.2403 1.5408 -2.5759
C -2.0581 2.4239 -3.2640
C -1.9508 3.7913 -3.0369
C -1.0244 4.2665 -2.1203
C -0.2065 3.3786 -1.4327
C 2.1550 0.7333 -1.9221
C 3.4472 1.0929 -1.5482
C 4.4949 1.0433 -2.4583
C 4.2626 0.6384 -3.7643
C 2.9746 0.2993 -4.1582
C 1.9317 0.3545 -3.2466
P -0.5639 -0.7024 1.2016
C -2.2402 -0.0275 1.5153
C -2.8844 0.7675 0.5764
C -4.1016 1.3695 0.8740
C -4.6791 1.1894 2.1201
C -4.0314 0.4115 3.0730
C -2.8189 -0.1876 2.7761
C -0.7333 -2.4410 1.7120
C 0.3912 -3.1339 2.1520
C 0.3132 -4.4913 2.4299
C -0.8864 -5.1675 2.2662
C -2.0101 -4.4856 1.8197
C -1.9335 -3.1297 1.5430
H -1.0927 -3.6672 -4.2694
H -3.2993 -3.7073 -5.3475
H -4.9226 -1.2653 -2.4735
H -2.7823 -1.1326 -1.2521
H -1.3451 0.4731 -2.7352
H -2.7841 2.0439 -3.9727
H -2.5947 4.4817 -3.5673
H -0.9457 5.3291 -1.9269
H 0.4980 3.7512 -0.6975
H 3.6522 1.4083 -0.5346
H 5.4903 1.3222 -2.1363
H 5.0782 0.5952 -4.4757
H 2.7786 -0.0080 -5.1781
H 0.9337 0.0979 -3.5764
H -2.4270 0.9339 -0.3880
H -4.5874 1.9869 0.1284
H -5.6243 1.6612 2.3573
H -4.4734 0.2795 4.0527
H -2.3156 -0.7870 3.5274
H 1.3279 -2.6092 2.2841
H 1.1927 -5.0174 2.7785
H -0.9449 -6.2267 2.4845
H -2.9469 -5.0102 1.6793
H -2.8130 -2.6061 1.1898
F 1.7016 5.2784 1.8629
C 2.0807 4.2673 2.6406
F 2.7517 4.7473 3.6796
F 2.9098 3.4777 1.9274
S 0.6372 3.2580 3.1732
O 1.2925 2.1337 3.8460
O -0.2126 4.1069 3.9317
O 0.1464 2.7350 1.8939
```

**Multiplicity**: 1
**Total charge**: -1
**Molecular weight**: 958.06 g mol⁻¹
**Largest force on an atom**: 0.45 eV/Å
**Kohn-Sham gap**: 7.322 eV
**HOMO level**: -5.1884 eV
**ΔE to the lowest compared entry with this formula, charge and spin**: 13.4 kcal per mole

=====

(5)
ORCA calculation (ωB97M-V with the def2-TZVPD basis set) on the molecule C4H6N2S in a non-equilibrium geometry.

```
13
Properties=species:S:1:pos:R:3
C 0.4796 1.8210 -0.1823
C 1.8013 1.2896 0.1475
C -1.2109 0.1055 -0.5623
C -2.1292 -0.9166 -0.1410
N -0.5548 1.0381 -0.1835
N 3.5807 -0.7395 -0.0409
S 2.0478 -0.3365 -0.2023
H 0.1879 2.9359 -0.2753
H 2.7181 1.7887 0.4135
H -1.6372 -1.8280 -0.4395
H -3.0777 -0.4690 -0.5685
H -2.3517 -0.8227 0.9348
H 3.7674 -1.6872 0.2390
```

**Multiplicity**: 1
**Molecular weight**: 114.17 g mol⁻¹
**Largest force on an atom**: 3.27 eV/Å
**Kohn-Sham gap (alpha / beta)**: 6.723 / 6.955 eV
**HOMO level (alpha / beta)**: -6.8848 / -7.0894 eV
**ΔE to the lowest compared entry with this formula, charge and spin**: 124.8 kcal per mole

=====

- The highest molecular weight belongs to which entry?
  C54H42Br2KN10OPS2